Entry from the Open Molecules 2025 dataset: a cluster of 3 separate species, C8H21Br4NO4P in total in a non-equilibrium geometry (ωB97M-V with the def2-TZVPD basis set).

```
! RIJCOSX wB97M-V def2-TZVPD def2/J DEFGRID3
* xyz -1 1
H -3.73 -5.32 1.79
O -1.28 0.41 1.89
H 1.70 1.00 -2.22
Br 4.47 2.77 1.60
H -3.04 1.75 -1.75
H 6.71 0.13 -0.05
C -0.86 2.81 -1.00
O -0.13 0.57 -0.90
C -2.62 0.93 -1.14
Br -4.11 -5.30 -1.13
H -0.70 2.31 1.44
H -0.90 3.62 -0.22
C -2.63 -4.72 0.00
O -1.64 -0.76 1.21
H 2.64 2.15 -0.82
H -1.90 -0.13 -2.71
O 0.49 2.92 -1.47
H 1.17 2.00 0.46
H -2.45 2.05 1.17
H -3.28 0.67 -0.29
H -2.23 -4.43 2.09
C -1.43 1.57 1.06
H -1.90 -5.52 -0.06
Br -4.08 -2.86 1.64
C 5.95 0.91 -0.01
H 4.88 0.33 1.80
C -3.08 -4.52 1.43
H 2.01 0.33 -0.36
H -2.04 -1.00 -1.29
C 5.50 1.13 1.42
C -1.23 1.32 -0.48
H -1.52 3.21 -1.80
N -2.49 -0.33 -1.91
H 6.33 1.82 -0.47
H 6.36 1.26 2.07
H -2.53 -1.04 1.47
Br 4.49 0.27 -1.12
H -2.23 -3.81 -0.44
P 1.35 1.50 -0.89
*
```

**DFT total energy**: -307770.89293 eV
**LUMO level**: 2.337 eV

Atomic partial charges in e from the Mulliken method, atoms 1 to 2:
1 H 0.397
2 O -0.316



Entry from the Open Molecules 2025 dataset: a structure of composition C8H21Cl2CoNO4 in a non-equilibrium geometry (ωB97M-V with the def2-TZVPD basis set).

```
! RIJCOSX wB97M-V def2-TZVPD def2/J DEFGRID3
* xyz 0 4
H -5.56 -2.40 1.84
H 1.34 2.22 -3.38
C 1.55 0.17 -2.81
H 3.43 -0.65 -1.37
H -1.95 -2.65 2.13
H 0.81 -1.23 -1.71
O -0.10 1.78 -1.97
H 3.24 -1.58 1.05
C 2.33 -1.27 0.54
H -1.31 3.13 -1.24
H -4.08 -2.51 3.49
Cl 3.44 3.65 -0.38
H 1.62 -2.07 0.74
C 2.52 -1.13 -1.01
C 0.64 1.42 -3.14
Co 0.53 1.51 0.08
O -2.40 -1.02 0.86
C -3.96 -1.91 2.59
Cl -1.13 3.44 2.33
H 1.38 0.79 2.92
H -1.28 3.19 -3.08
O -4.64 -2.53 1.58
N 1.38 -0.43 -1.50
O 1.82 -0.09 1.10
H 1.42 -0.52 -3.64
C 2.01 -0.03 2.57
H -2.07 -1.04 2.85
H 2.59 0.47 -2.93
H -0.06 1.31 -3.97
C -0.72 3.06 -2.16
H 2.68 -2.12 -1.43
H -3.14 -1.47 0.45
H 3.04 0.16 2.87
H -0.12 3.97 -2.12
H -4.53 -0.98 2.63
C -2.51 -1.72 2.12
H 1.78 -0.94 3.12
*
```

**Relative energy (zero: lowest compared OMol25 entry of this formula, charge and spin)**: 158.47 kcal/mol
**DFT total energy**: -80982.91645 eV
**<S²>**: 3.7560
**LUMO level (alpha / beta)**: -1.014 / -2.618 eV

Atomic partial charges in e from the Mulliken method, atoms 1 to 2:
1 H 0.323
2 H 0.381



Entry from the Open Molecules 2025 dataset: a structure of composition C8H21F3OP2Rh in a non-equilibrium geometry (ωB97M-V with the def2-TZVPD basis set).

```
! RIJCOSX wB97M-V def2-TZVPD def2/J DEFGRID3
* xyz 1 5
H -0.58 -2.25 -2.73
P -0.01 -2.30 -0.39
C 0.03 2.55 -2.19
F -1.54 1.52 3.14
H -1.69 -3.16 1.15
C 1.41 3.21 0.17
C 1.28 -3.34 0.41
H -0.62 -0.03 -1.23
H 2.33 2.77 -0.21
H 1.18 -2.37 -2.51
F 0.56 1.59 2.72
H -1.43 -4.27 -0.24
H 1.16 -4.39 0.10
C -1.46 3.13 0.15
O 3.03 -0.76 1.13
H -2.40 -2.76 -0.43
P 0.00 2.20 -0.40
H 0.01 3.62 -2.43
H -0.82 2.06 -2.67
H 0.16 -3.84 -2.28
C 1.94 -0.37 0.90
H -1.45 4.15 -0.26
H -0.91 0.11 1.78
H 1.36 4.24 -0.20
H -1.54 3.11 1.24
C 0.21 -2.75 -2.16
H 1.45 3.17 1.26
C -0.54 0.73 2.77
H 2.28 -2.98 0.16
Rh 0.07 -0.04 0.26
H -2.35 2.67 -0.27
H 1.18 -3.25 1.50
H 0.93 2.12 -2.64
H -1.47 -0.71 0.64
C -1.53 -3.21 0.06
F -0.22 -0.18 3.69
*
```

**DFT total energy**: -40409.98610 eV
**<S²>**: 6.0104
**LUMO level (alpha / beta)**: -2.998 / -7.075 eV

Atomic partial charges in e from the Mulliken method, atoms 1 to 2:
1 H 0.400
2 P 1.385



Entry from the Open Molecules 2025 dataset: a structure of composition C8H21F9HfN10O29S7 in a non-equilibrium geometry (ωB97M-V with the def2-TZVPD basis set).

```
! RIJCOSX wB97M-V def2-TZVPD def2/J DEFGRID3
* xyz 0 1
H 3.65 3.06 -5.78
O -0.79 3.72 -3.16
H -2.54 -0.88 3.37
H 2.25 1.99 -5.89
C -4.59 -4.52 1.08
H -4.14 -5.30 0.46
O 2.74 -1.68 4.51
N -0.74 -1.66 2.58
C 1.49 -0.17 5.79
O -0.18 -2.70 2.60
H 0.10 -5.52 -1.38
O -3.90 -0.43 1.44
O 0.12 1.45 1.25
H -1.50 -4.89 -0.87
F 1.13 2.74 4.61
O 1.22 -2.64 -3.88
O 1.93 -1.03 0.78
S -0.29 2.48 2.27
N -3.45 -3.77 1.73
H 3.21 -2.82 2.52
H 2.02 0.77 5.95
F -4.37 4.55 -0.71
S -0.97 3.56 -1.72
O -3.67 3.00 -2.28
H 1.68 -0.96 6.51
H -0.66 -4.32 -2.42
O -3.84 -0.26 -2.75
F 2.22 -1.65 -2.07
F -2.30 -1.88 -2.17
H -5.24 -4.94 1.85
N 0.09 -3.60 -0.56
C 4.20 2.30 -0.76
O -3.41 -3.81 2.99
F 0.14 4.61 -1.16
F 1.51 4.28 3.04
N 2.77 2.06 -0.43
F -1.29 0.89 -3.57
O -0.26 -2.42 -0.60
H -1.10 -0.63 4.34
N -2.29 -0.15 -0.61
C 3.62 -2.42 1.59
O 1.09 -3.95 0.04
O -2.69 -3.10 1.02
N 1.89 -0.78 4.51
Hf -0.06 0.04 -0.51
H 4.70 -2.26 1.67
F -2.66 1.44 0.99
O -4.56 1.22 -0.29
N 3.06 -1.09 1.33
O -0.52 2.26 -1.22
S -0.22 -0.21 -4.24
S -3.42 -0.99 -1.60
N 0.51 -0.41 -2.63
S -3.23 4.31 -1.78
O -1.24 1.81 3.15
O 3.59 3.58 -3.43
O 2.68 -0.51 -4.04
O -3.30 5.51 -2.63
S 1.56 -1.27 -3.49
O 1.74 2.50 -3.35
O 2.14 2.86 0.27
O 1.47 -0.18 3.48
C 1.31 3.00 3.31
H 4.24 3.37 -0.99
H -5.23 -3.81 0.56
H 2.07 3.76 -5.89
H 3.43 -3.11 0.77
F 2.34 2.23 2.91
O -1.10 -1.30 -4.70
O 3.73 -0.09 1.50
H -1.82 -2.21 4.35
S -3.56 0.31 0.26
N 2.65 3.04 -3.98
H 4.37 1.74 -1.68
H 0.42 0.05 5.72
H 4.92 2.03 0.02
C -0.57 -4.66 -1.39
C -1.62 -1.35 3.71
N -2.12 4.36 -0.74
O -0.78 3.71 1.63
O 2.17 1.07 -0.94
O 0.45 0.70 -5.14
C 2.62 2.92 -5.46
O -0.69 -0.93 1.51
O -4.34 -2.01 -1.06
*
```

**Relative energy (zero: lowest compared OMol25 entry of this formula, charge and spin)**: 0.00 kcal/mol
**DFT total energy**: -184497.83123 eV
**LUMO level**: -3.276 eV

Atomic partial charges in e from the Mulliken method, atoms 1 to 2:
1 H 0.370
2 O -0.553



Entry from the Open Molecules 2025 dataset: a cluster of 2 separate species, C8H21FIN4O5P2 in total in a non-equilibrium geometry (ωB97M-V with the def2-TZVPD basis set).

```
! RIJCOSX wB97M-V def2-TZVPD def2/J DEFGRID3
* xyz 1 1
H 2.42 5.28 0.07
H -0.13 2.52 -2.79
P -0.88 0.81 -0.11
H -3.79 -1.55 2.73
N 3.10 -0.63 -0.99
C 1.70 -0.56 -0.69
H 1.94 4.39 -2.66
H -1.62 1.99 -0.36
F 5.00 0.41 -0.44
C 0.79 2.24 -2.28
O -1.79 -0.32 0.20
C -1.57 -4.42 2.81
H -0.26 -1.10 -3.26
H 2.42 2.00 -0.47
I 2.09 -0.21 -3.95
P 0.54 0.45 -1.86
O 1.18 -1.11 0.23
C 3.89 -0.13 0.07
H -2.17 -2.94 1.46
O -4.74 -4.43 2.02
C -3.94 -3.64 2.37
H -2.67 -4.50 1.04
H -1.53 -3.77 3.68
O 3.67 -0.12 1.23
N -2.54 -3.84 1.81
H -5.19 -2.36 3.47
O 1.83 2.66 -0.10
H 0.76 5.27 -1.75
H 0.01 3.44 -0.68
H 3.38 -1.58 -1.23
H -0.59 -4.46 2.34
H 3.49 4.58 -0.98
C -4.13 -2.45 3.24
H 1.59 2.35 -3.01
H -1.28 0.15 -3.15
H -0.06 1.12 0.99
H -3.57 -2.56 4.17
C 0.99 3.19 -1.10
H -1.90 -5.42 3.07
N -0.69 -0.46 -2.60
N 2.65 5.13 -0.90
C 1.57 4.55 -1.65
*
```

**DFT total energy**: -54222.64222 eV
**LUMO level**: -3.296 eV

Atomic partial charges in e from the Mulliken method, atoms 1 to 2:
1 H 0.261
2 H 0.335



Entry from the Open Molecules 2025 dataset: a structure of composition C8H22AgO5S3 in a non-equilibrium geometry (ωB97M-V with the def2-TZVPD basis set).

```
! RIJCOSX wB97M-V def2-TZVPD def2/J DEFGRID3
* xyz 0 2
H -28.25 -20.34 15.45
H -29.13 -21.88 7.33
O -27.95 -19.82 12.68
O -33.56 -19.19 7.82
H -30.04 -20.01 8.57
C -26.59 -18.36 7.92
O -25.34 -20.06 9.51
C -31.34 -17.96 6.78
S -28.90 -20.88 13.18
H -27.05 -19.02 7.19
C -27.88 -22.41 13.29
Ag -27.66 -19.78 10.38
H -26.76 -24.24 10.46
H -26.13 -23.98 8.81
H -24.74 -18.24 9.08
O -27.71 -17.87 8.68
H -29.83 -19.64 15.05
O -28.80 -21.94 10.21
C -31.06 -19.76 8.85
H -27.85 -22.97 6.86
C -26.67 -23.52 9.64
H -26.06 -22.71 10.03
H -31.46 -20.57 9.45
H -29.82 -21.30 15.42
H -31.42 -17.75 5.72
H -26.26 -17.53 7.30
S -28.40 -23.02 9.21
H -30.98 -18.83 9.41
C -29.20 -20.53 14.95
H -27.56 -22.94 12.39
H -24.58 -19.28 7.75
H -28.34 -23.18 13.90
H -31.65 -17.05 7.29
C -25.28 -19.03 8.54
C -28.14 -22.24 7.61
H -30.25 -17.95 6.89
S -32.14 -19.54 7.37
H -27.42 -21.43 7.78
H -26.94 -22.14 13.78
*
```

**DFT total energy**: -55388.04917 eV
**<S²>**: 0.7572
**LUMO level (alpha / beta)**: 0.220 / -1.656 eV

Atomic partial charges in e from the Mulliken method, atoms 1 to 2:
1 H 0.311
2 H 0.239



Entry from the Open Molecules 2025 dataset: a structure of composition C8H22BFO9SSi2 (ωB97M-V with the def2-TZVPD basis set).

```
! RIJCOSX wB97M-V def2-TZVPD def2/J DEFGRID3
* xyz 0 1
O -4.57 -0.59 -0.39
O 6.19 -2.71 -0.88
H 3.86 -2.02 -0.73
Si 1.39 -1.05 -0.10
H 1.27 -3.47 -0.26
H 3.29 -3.52 -1.41
H 2.61 4.73 1.66
Si -1.28 0.26 -0.12
B -0.38 2.06 -0.47
C 1.85 3.95 1.75
H 6.41 -3.47 1.02
F 2.31 -0.06 0.79
O -6.05 1.12 -1.29
H -6.77 2.96 -0.75
H 2.04 -2.92 1.23
C 1.17 3.72 0.41
O -0.35 2.65 -1.73
H 6.19 -4.63 -0.28
H 0.13 2.17 -2.41
O -0.15 -0.88 0.34
H 1.11 4.24 2.49
C 4.34 -3.75 0.46
C 2.00 -2.76 0.15
H 4.04 -4.80 0.43
O 1.59 -0.49 -1.65
H 4.18 -3.41 1.49
H -8.01 1.70 -0.99
H 1.89 3.41 -0.34
O -6.68 0.05 0.74
C -7.01 1.92 -0.60
H -7.75 1.65 1.45
S -5.94 -0.33 -0.62
H -5.99 1.91 1.32
H 2.31 0.14 -1.75
H -2.26 0.38 0.98
O -6.75 -1.26 -1.32
C 5.84 -3.67 0.11
C -6.86 1.47 0.85
H -1.97 -0.23 -1.33
H 0.69 4.63 0.05
O 0.18 2.70 0.58
H 6.15 -1.83 -0.48
H 2.31 3.03 2.10
C 3.40 -2.98 -0.48
*
```

**DFT total energy**: -57071.31063 eV
**LUMO level**: 0.398 eV

Atomic partial charges in e from the Mulliken method, atoms 1 to 2:
1 O -0.342
2 O -0.546



Entry from the Open Molecules 2025 dataset: a structure of composition C8H22BrLiO3 (ωB97M-V with the def2-TZVPD basis set).

```
! RIJCOSX wB97M-V def2-TZVPD def2/J DEFGRID3
* xyz 0 1
H 4.79 1.71 -1.53
H -2.77 0.66 -0.63
C -5.14 -1.05 -1.91
C 3.38 1.48 0.08
C 0.75 -1.53 0.32
H 2.35 1.39 2.00
H 4.03 1.93 2.12
H -5.71 -0.20 -2.29
O -3.18 0.15 -1.34
H 0.06 -0.12 1.50
H 4.40 3.20 -0.71
H -3.02 -1.51 0.81
C -4.25 -0.62 -0.75
H 1.84 -3.07 1.33
H -3.07 -2.40 -0.70
H 2.85 -2.03 0.36
O 2.27 1.79 -0.76
H 5.49 2.02 0.06
C 3.14 1.96 1.49
H -0.21 -2.04 0.19
C -3.68 -1.81 -0.01
Li -1.30 4.06 1.89
O 0.74 -0.80 1.56
H 0.90 -0.82 -0.50
H -4.47 -2.43 0.43
H 3.54 0.39 0.06
C 1.88 -2.52 0.38
H -4.84 0.04 -0.10
H 1.47 1.53 -0.29
C 4.59 2.14 -0.55
H -4.53 -1.45 -2.71
H -5.87 -1.79 -1.57
Br -1.05 1.95 0.71
H 1.83 -3.24 -0.44
H 2.80 3.00 1.46
*
```

**Relative energy (zero: lowest compared OMol25 entry of this formula, charge and spin)**: 29.36 kcal/mol
**DFT total energy**: -85044.19397 eV
**LUMO level**: -1.538 eV

Atomic partial charges in e from the Mulliken method, atoms 1 to 2:
1 H 0.353
2 H 0.113



Entry from the Open Molecules 2025 dataset: a cluster of 3 separate species, C8H22BrN2O2 in total in a non-equilibrium geometry (ωB97M-V with the def2-TZVPD basis set).

```
! RIJCOSX wB97M-V def2-TZVPD def2/J DEFGRID3
* xyz 1 1
H 0.20 -2.98 -2.82
C -0.24 -0.38 -1.80
C 3.35 -1.40 -1.05
H -0.20 0.29 -0.94
H -2.12 1.98 0.27
H 4.20 -0.71 -1.08
C -2.25 0.87 3.23
C -2.67 2.29 3.11
H -2.17 3.81 0.08
H -1.32 0.79 3.79
C 2.09 -0.63 -1.30
H 2.21 0.05 -2.15
O -3.41 2.89 3.80
C 0.98 -2.22 -2.85
Br 0.78 1.59 1.53
H 0.74 -1.57 -3.69
N 0.83 -1.41 -1.60
H 3.58 -2.12 -1.85
H 1.19 -3.09 -0.42
H -3.57 2.90 0.68
H -2.14 0.38 2.26
O 3.27 -2.03 0.22
H 0.01 0.22 -2.67
H 1.82 -0.02 -0.44
H -2.01 4.06 2.30
H 4.04 -2.60 0.35
H -3.05 0.35 3.76
C -2.48 2.94 0.64
H -0.93 2.85 2.01
H 1.95 -2.69 -2.88
N -1.97 3.07 2.03
H 0.58 -1.71 0.46
H -0.57 -2.61 -0.54
C 0.47 -2.28 -0.46
H -1.19 -0.89 -1.94
*
```

**Relative energy (zero: lowest compared OMol25 entry of this formula, charge and spin)**: 1.78 kcal/mol
**DFT total energy**: -85764.30938 eV
**LUMO level**: -2.354 eV

Atomic partial charges in e from the Mulliken method, atoms 1 to 2:
1 H 0.395
2 C -0.827



Entry from the Open Molecules 2025 dataset: a cluster of 4 separate species, C8H22Cl4O8P2 in total in a non-equilibrium geometry (ωB97M-V with the def2-TZVPD basis set).

```
! RIJCOSX wB97M-V def2-TZVPD def2/J DEFGRID3
* xyz 0 1
H -4.92 1.85 1.04
C 6.14 -3.49 0.45
Cl 1.54 0.22 -3.35
O -6.42 3.26 0.87
O 6.32 -3.81 1.82
C -0.03 0.98 -3.80
H 0.05 1.38 -4.81
H 5.05 -5.83 3.73
H -7.21 3.42 3.94
H -0.21 1.82 -3.13
H -9.08 5.56 -0.85
C -8.20 3.71 3.60
P -6.90 4.67 1.57
O 6.81 -6.30 1.53
O -7.35 5.53 0.34
O 7.01 -5.10 3.89
O -5.88 5.37 2.37
H 6.78 -2.69 0.10
H -4.43 3.28 1.63
H 1.66 4.28 -9.42
Cl 2.88 2.91 -7.78
H 5.08 -3.30 0.26
C 5.72 -5.29 4.39
H -4.60 3.17 -0.17
H -8.78 4.18 4.39
H -8.73 2.78 3.38
Cl -1.42 -0.09 -3.89
C -8.23 4.91 -0.65
H 0.68 3.09 -8.62
H 5.22 -4.35 4.61
O -8.28 4.26 2.35
Cl 1.07 5.07 -7.26
O 8.77 -4.67 2.12
C -5.03 2.90 0.80
H -8.58 3.93 -0.33
H 7.60 -8.09 0.92
H 6.37 -4.36 -0.16
H -7.76 4.71 -1.61
H 6.78 -7.95 2.57
H 5.82 -5.91 5.28
H 8.42 -7.31 2.23
P 7.31 -4.97 2.29
C 7.43 -7.50 1.82
C 1.50 3.79 -8.46
*
```

**Relative energy (zero: lowest compared OMol25 entry of this formula, charge and spin)**: 3.30 kcal/mol
**SMILES**: COP(=O)(OC)OC.COP(=O)(OC)OC.ClCCl.ClCCl
**DFT total energy**: -93703.34073 eV
**LUMO level**: 0.446 eV

Atomic partial charges in e from the Mulliken method, atoms 1 to 2:
1 H 0.275
2 C -0.644



Entry from the Open Molecules 2025 dataset: a structure of composition C8H22ClN2O2Pd2 in a non-equilibrium geometry (ωB97M-V with the def2-TZVPD basis set).

```
! RIJCOSX wB97M-V def2-TZVPD def2/J DEFGRID3
* xyz 3 5
H -1.95 -0.17 -1.95
N -2.65 -0.75 -2.37
C 4.06 3.66 3.87
H -3.88 -3.81 -1.95
H 1.73 3.78 2.89
Pd 1.70 -1.17 -3.28
Pd 1.49 2.15 0.43
H -5.33 -1.93 -4.58
O -3.69 -2.94 -3.81
H -4.54 -2.77 -5.71
O 3.01 0.95 1.47
H 2.93 -0.85 0.49
Cl 0.88 0.14 -1.21
C 3.46 1.57 2.65
H 4.36 1.01 2.91
H 3.27 3.66 4.63
H 2.84 1.28 3.50
C 3.09 -0.49 1.51
H -4.88 -2.37 -2.21
H 4.02 -1.01 1.70
H -2.73 -2.73 0.32
H 4.34 3.16 1.74
H 2.30 -0.95 2.11
H -1.80 -2.50 -1.93
H 4.38 4.70 3.84
H -3.98 -1.62 -0.10
H 4.88 3.00 4.16
C 3.61 3.11 2.55
H -3.54 -0.29 -2.21
H -5.54 -3.64 -4.49
C -3.93 -2.85 -2.46
H 2.61 4.69 1.91
N 2.36 3.73 2.10
C -4.79 -2.87 -4.65
H -2.40 -0.97 0.16
C -2.93 -1.83 -0.26
C -2.79 -2.07 -1.78
*
```

**Relative energy (zero: lowest compared OMol25 entry of this formula, charge and spin)**: 39.58 kcal/mol
**DFT total energy**: -35175.34332 eV
**<S²>**: 6.0127
**LUMO level (alpha / beta)**: -10.343 / -13.773 eV

Atomic partial charges in e from the Mulliken method, atoms 1 to 2:
1 H 0.179
2 N -0.298